#A
A structure of composition C2H4N2O4. Source: OMol25; level of theory: ωB97M-V with the def2-TZVPD basis set.

XYZ file:
```
12
Properties=species:S:1:pos:R:3:mulliken_charge:R:1
O -4.848 -0.755 0.292 -0.399
O -2.534 -0.741 -0.148 -0.302
O 1.303 0.176 0.822 -0.506
O -4.238 1.294 -0.403 -0.365
N -1.352 -0.243 -0.350 -0.131
N -4.085 0.172 0.061 0.791
C -0.925 0.854 0.121 0.016
C 0.603 0.927 -0.169 -0.402
H -1.449 1.708 0.584 0.377
H 0.922 1.938 -0.272 0.361
H 2.147 0.630 0.959 0.320
H 0.546 0.480 -1.101 0.242
```

total charge	0
HOMO (spin up / spin down)	-0.370 / -0.375	hartree
E_LUMO (spin up / spin down)	-0.0559 / -0.0538	hartree
HOMO-LUMO gap (spin up / spin down)	8.56 / 8.74	eV

=====

#B
A structure of composition C2H4N2O4. Source: OMol25; level of theory: ωB97M-V with the def2-TZVPD basis set.

XYZ file:
```
12
Properties=species:S:1:pos:R:3:mulliken_charge:R:1
O -2.475 -0.376 0.758 -0.385
O -0.503 -0.987 -0.425 -0.306
O -0.641 1.222 -0.717 -0.549
O 2.804 -0.136 0.100 -0.482
N 0.183 1.009 0.533 -0.167
N 1.602 -1.034 -0.069 -0.376
C -1.953 -0.950 -0.120 0.223
C 0.509 -0.308 0.037 0.628
H 3.486 -1.010 0.681 0.386
H -1.514 2.152 -0.379 0.364
H 0.897 1.856 0.620 0.331
H -2.395 -1.438 -1.019 0.331
```

total charge	0
HOMO	-0.334	hartree
E_LUMO	-0.0059	hartree
HOMO-LUMO gap	8.92	eV

=====

#C
A cluster of 2 separate species, C2H4N2O4 in total. Source: OMol25; level of theory: ωB97M-V with the def2-TZVPD basis set.

XYZ file:
```
12
Properties=species:S:1:pos:R:3:mulliken_charge:R:1
O -1.043 0.836 -0.605 -0.177
O -0.381 1.470 0.463 -0.426
O 2.696 1.274 -0.182 -0.381
O -0.583 -1.116 0.446 -0.603
N 1.621 0.473 1.764 -0.549
N -1.560 -1.065 -1.615 -0.378
C 2.169 0.792 0.724 0.696
C -1.021 -0.518 -0.507 0.689
H -1.881 -0.481 -2.367 0.206
H 1.715 -0.361 2.323 0.276
H -1.725 -2.055 -1.632 0.223
H -0.009 0.753 1.187 0.424
```

total charge	0
HOMO	-0.368	hartree
SMILES string	NC(=O)OO.N=C=O
E_LUMO	0.0249	hartree
HOMO-LUMO gap	10.70	eV

=====

How do the energies compare? Relative to the most stable structure, in hartree: #A 0.2022; #B 0.2212; #C 0.0000.

=====

#A
The molecule C3H5FN2O2. Source: OMol25; level of theory: ωB97M-V with the def2-TZVPD basis set.

XYZ file:
```
13
Properties=species:S:1:pos:R:3:mulliken_charge:R:1
F -1.978 -0.878 -0.751 -0.254
O 2.834 -0.130 -0.317 -0.493
O -0.516 2.073 -0.160 -0.574
N 0.470 -1.341 0.284 -0.671
N 0.572 0.034 -0.041 0.261
C -0.548 0.871 0.007 0.613
C -1.883 0.096 0.194 -0.281
C 1.859 0.548 -0.297 -0.040
H 1.831 1.621 -0.427 0.393
H 1.337 -1.585 0.718 0.270
H -1.697 -0.274 1.217 0.244
H -2.703 0.807 0.164 0.303
H 0.422 -1.843 -0.589 0.228
```

total charge	0
HOMO	-0.373	hartree
SMILES string	NN(C=O)C(=O)CF
E_LUMO	0.0240	hartree
HOMO-LUMO gap	10.81	eV

=====

#B
The molecule C3H5FN2O2. Source: OMol25; level of theory: ωB97M-V with the def2-TZVPD basis set.

XYZ file:
```
13
Properties=species:S:1:pos:R:3:mulliken_charge:R:1
F -3.244 -1.161 -1.418 -0.133
O -0.328 -1.018 -3.907 -0.359
O 0.051 -0.002 -1.968 -0.261
N -0.790 -0.779 -2.852 0.238
N -2.286 -1.882 -0.755 -0.436
C 0.356 0.558 0.249 -1.364
C -0.664 0.109 -0.751 0.521
C -1.236 -1.280 -0.385 -0.047
H -0.434 -1.813 0.089 0.405
H 0.002 0.237 1.277 0.319
H 0.669 1.626 0.277 0.337
H 1.273 0.179 -0.152 0.394
H -1.401 0.800 -0.955 0.385
```

total charge	0
HOMO	-0.386	hartree
SMILES string	C[C@H](/C=N\F)ON=O
E_LUMO	-0.0036	hartree
HOMO-LUMO gap	10.41	eV

=====

How do the energies compare? Relative to the most stable structure, in hartree: #A 0.0000; #B 0.1852.

=====

#A
A cluster of 3 separate species, C3H10O3 in total. Source: OMol25; level of theory: ωB97M-V with the def2-TZVPD basis set.

XYZ file:
```
16
Properties=species:S:1:pos:R:3:mulliken_charge:R:1
O -0.150 0.247 -3.255 -0.647
O 1.799 -0.580 -1.419 -0.661
O 1.317 -0.003 1.391 -0.568
C -0.935 -0.281 0.703 0.110
C 0.075 0.669 1.278 -0.404
C -2.132 -0.483 1.225 -0.811
H 0.598 0.288 -2.624 0.374
H 2.723 -0.481 -1.659 0.287
H -0.297 1.104 2.205 0.388
H 1.697 -0.102 -0.581 0.347
H -0.810 -0.230 -2.743 0.308
H 1.872 0.263 2.126 0.288
H -2.923 -1.127 0.870 0.277
H -2.407 0.095 2.106 0.195
H 0.180 1.475 0.536 0.236
H -0.607 -0.855 -0.158 0.281
```

total charge	0
HOMO	-0.378	hartree
SMILES string	C=CCO.O.O
E_LUMO	0.0196	hartree
HOMO-LUMO gap	10.81	eV

=====

#B
A cluster of 2 separate species, C3H10O3 in total. Source: OMol25; level of theory: ωB97M-V with the def2-TZVPD basis set.

XYZ file:
```
16
Properties=species:S:1:pos:R:3:mulliken_charge:R:1
O -0.778 -1.011 2.391 -0.546
O -1.048 -0.453 -2.685 -0.597
O 2.011 1.009 -0.005 -0.537
C -0.342 0.540 0.521 -0.285
C 0.661 0.854 -0.556 -0.482
C -0.313 -0.872 1.034 -0.567
H 0.762 0.121 -1.344 0.193
H -0.309 1.268 1.335 0.306
H -1.320 0.865 0.125 0.348
H 0.723 -1.183 1.099 0.317
H -0.813 -1.618 0.431 0.257
H -0.534 -0.249 -3.479 0.304
H 2.295 1.891 -0.251 0.294
H 0.408 1.819 -0.994 0.402
H -1.544 -1.202 -3.045 0.291
H -1.743 -1.012 2.373 0.302
```

total charge	0
HOMO	-0.369	hartree
SMILES string	OCCCO.O
E_LUMO	0.0188	hartree
HOMO-LUMO gap	10.55	eV

=====

How do the energies compare? Relative to the most stable structure, in hartree: #A 0.0025; #B 0.0000.

=====

#A
The molecule C2H4N2. Source: OMol25; level of theory: ωB97M-V with the def2-TZVPD basis set.

XYZ file:
```
8
Properties=species:S:1:pos:R:3:mulliken_charge:R:1
N 0.611 -0.556 0.182 -0.246
N -0.491 -0.242 -0.448 -0.275
C -1.522 0.179 0.194 -0.230
C 1.468 0.313 -0.038 -0.345
H -2.436 0.645 -0.426 0.211
H 2.389 0.482 0.566 0.244
H -1.592 0.316 1.284 0.309
H 1.129 1.188 -0.496 0.332
```

total charge	0
HOMO	-0.355	hartree
SMILES string	C=NN=C
E_LUMO	0.0353	hartree
HOMO-LUMO gap	10.61	eV

=====

#B
A structure of composition C2H4N2. Source: OMol25; level of theory: ωB97M-V with the def2-TZVPD basis set.

XYZ file:
```
8
Properties=species:S:1:pos:R:3:mulliken_charge:R:1
N 0.735 -0.692 0.062 -0.288
N 0.726 0.685 -0.126 -0.290
C -0.654 -0.692 -0.070 -0.363
C -0.659 0.656 -0.032 -0.142
H -1.346 -1.443 0.055 0.385
H 1.272 -1.117 -0.600 0.200
H -1.390 1.556 0.160 0.257
H 1.316 1.047 0.551 0.242
```

total charge	0
HOMO	-0.310	hartree
E_LUMO	0.0489	hartree
HOMO-LUMO gap	9.75	eV

=====

#C
The molecule C2H4N2. Source: OMol25; level of theory: ωB97M-V with the def2-TZVPD basis set.

XYZ file:
```
8
Properties=species:S:1:pos:R:3:mulliken_charge:R:1
N 0.024 0.850 -0.789 -0.322
N -0.042 0.918 0.805 -0.324
C 1.042 0.235 -0.069 -0.121
C -1.058 0.245 -0.024 -0.165
H 2.026 0.820 -0.009 0.220
H -0.950 -0.736 0.167 0.282
H -2.029 0.804 -0.177 0.218
H 1.150 -0.866 -0.084 0.213
```

total charge	0
HOMO	-0.362	hartree
SMILES string	C1N2CN12
E_LUMO	0.0439	hartree
HOMO-LUMO gap	11.06	eV

=====

How do the energies compare? Relative to the most stable structure, in hartree: #A 0.0000; #B 0.0194; #C 0.0338.

=====

#A
A cluster of 2 separate species, CH3O3PS in total. Source: OMol25; level of theory: ωB97M-V with the def2-TZVPD basis set.

XYZ file:
```
9
Properties=species:S:1:pos:R:3:mulliken_charge:R:1
S -2.544 -1.485 2.145 -0.243
P -2.505 -0.005 0.841 0.061
O 0.617 0.576 -0.311 -0.559
O 2.698 0.946 -0.267 -0.394
O 1.871 -0.327 -1.918 -0.449
C 1.690 0.351 -0.808 0.687
H 3.481 0.727 -0.744 0.331
H 1.142 -0.741 -2.301 0.337
H -1.140 0.300 0.622 0.228
```

total charge	0
HOMO	-0.308	hartree
SMILES string	O=C(O)O.P=S
E_LUMO	-0.0418	hartree
HOMO-LUMO gap	7.24	eV

=====

#B
A cluster of 2 separate species, CH3O3PS in total. Source: OMol25; level of theory: ωB97M-V with the def2-TZVPD basis set.

XYZ file:
```
9
Properties=species:S:1:pos:R:3:mulliken_charge:R:1
S -1.640 -0.596 -0.377 0.559
P -1.184 1.279 0.341 0.131
O -1.947 -1.535 0.665 -0.493
O -2.658 0.803 -0.333 -0.290
O 1.190 -0.101 -0.700 -0.390
C 1.951 -0.322 0.214 -0.056
H 2.883 0.276 0.394 0.244
H 2.031 -1.354 0.658 0.207
H -0.626 1.551 -0.863 0.087
```

total charge	0
HOMO	-0.350	hartree
SMILES string	O=S1#[PH]O1.C=O
E_LUMO	-0.0026	hartree
HOMO-LUMO gap	9.44	eV

=====

How do the energies compare? Relative to the most stable structure, in hartree: #A 0.0000; #B 0.0779.

=====

#A
A cluster of 2 separate species, CH3O3PS in total. Source: OMol25; level of theory: ωB97M-V with the def2-TZVPD basis set.

XYZ file:
```
9
Properties=species:S:1:pos:R:3:mulliken_charge:R:1
S 0.531 1.252 -0.449 0.595
P 2.140 -1.281 0.282 0.382
O 0.435 2.441 0.343 -0.421
O 1.616 0.239 0.308 -0.148
O 1.962 -1.857 -1.042 -0.421
C -1.469 -0.094 0.113 -0.833
H -1.345 -0.774 1.004 0.267
H -1.541 -0.689 -0.881 0.309
H -2.330 0.763 0.321 0.269
```

total charge	0
HOMO (spin up / spin down)	-0.335 / -0.335	hartree
E_LUMO (spin up / spin down)	-0.0344 / -0.0343	hartree
HOMO-LUMO gap (spin up / spin down)	8.19 / 8.19	eV

=====

#B
The molecule CH3O3PS. Source: OMol25; level of theory: ωB97M-V with the def2-TZVPD basis set.

XYZ file:
```
9
Properties=species:S:1:pos:R:3:mulliken_charge:R:1
S -1.753 0.509 -0.072 0.758
P -2.981 -1.146 0.036 -0.070
O -2.373 1.799 0.086 -0.546
O -0.466 0.621 1.097 -0.321
O -0.429 0.501 -1.091 -0.300
C 0.374 0.848 0.047 -0.126
H 0.631 1.886 -0.164 0.243
H -1.784 -1.713 -0.483 0.035
H 1.247 0.367 -0.038 0.327
```

total charge	0
HOMO	-0.334	hartree
E_LUMO	-0.0005	hartree
HOMO-LUMO gap	9.06	eV

=====

#C
A cluster of 2 separate species, CH3O3PS in total. Source: OMol25; level of theory: ωB97M-V with the def2-TZVPD basis set.

XYZ file:
```
9
Properties=species:S:1:pos:R:3:mulliken_charge:R:1
S 0.842 1.535 0.490 0.521
P 1.422 -1.267 1.513 0.512
O 1.252 0.415 1.608 -0.249
O 1.320 -1.583 0.087 -0.430
O 0.285 2.784 1.059 -0.399
C -1.305 -0.446 -1.209 -0.820
H -1.658 -0.422 -2.260 0.275
H -1.818 -0.052 -0.389 0.341
H -0.340 -0.964 -0.900 0.248
```

total charge	0
HOMO (spin up / spin down)	-0.321 / -0.329	hartree
E_LUMO (spin up / spin down)	-0.0567 / -0.0399	hartree
HOMO-LUMO gap (spin up / spin down)	7.19 / 7.86	eV

=====

#D
A cluster of 2 separate species, CH3O3PS in total. Source: OMol25; level of theory: ωB97M-V with the def2-TZVPD basis set.

XYZ file:
```
9
Properties=species:S:1:pos:R:3:mulliken_charge:R:1
S -1.754 -0.087 -0.060 -0.301
P 3.563 -0.927 -0.221 0.326
O 4.794 -0.909 0.554 -0.380
O 3.434 1.870 -0.700 -0.487
O 1.865 0.857 0.572 -0.365
C 2.956 0.901 -0.190 0.607
H -1.702 -0.853 -1.141 0.146
H -1.025 -0.931 0.658 0.144
H 1.445 1.723 0.713 0.310
```

total charge	0
HOMO	-0.353	hartree
SMILES string	O=PC(=O)O.S
E_LUMO	-0.0435	hartree
HOMO-LUMO gap	8.42	eV

=====

How do the energies compare? Relative to the most stable structure, in hartree: #A 0.0516; #B 0.1193; #C 0.0754; #D 0.0000.

=====

#A
A cluster of 2 separate species, C4H9O3 in total. Source: OMol25; level of theory: ωB97M-V with the def2-TZVPD basis set.

XYZ file:
```
16
Properties=species:S:1:pos:R:3:mulliken_charge:R:1
O -0.088 2.210 -0.220 -0.616
O 1.328 -1.225 0.890 -0.721
O -0.236 0.233 1.596 -0.801
C 0.788 0.888 -2.054 -0.863
C -0.440 1.412 -1.325 -0.251
C -0.631 -2.049 2.027 -0.929
C 0.252 -0.927 1.435 0.699
H 1.165 0.024 -1.499 0.189
H 0.038 -2.602 2.720 0.229
H -1.115 0.630 -0.977 0.211
H -0.945 -2.814 1.316 0.255
H -1.027 2.068 -1.987 0.282
H 0.626 0.617 -3.105 0.315
H 0.117 1.562 0.515 0.454
H 1.611 1.583 -1.928 0.262
H -1.442 -1.611 2.598 0.283
```

total charge	-1
HOMO	-0.167	hartree
E_LUMO	0.1561	hartree
HOMO-LUMO gap	8.80	eV

=====

#B
A cluster of 2 separate species, C4H9O3 in total. Source: OMol25; level of theory: ωB97M-V with the def2-TZVPD basis set.

XYZ file:
```
16
Properties=species:S:1:pos:R:3:mulliken_charge:R:1
O -1.299 -1.952 2.156 -0.718
O -0.072 -0.502 0.979 -0.699
O 1.226 -1.114 -0.992 -0.646
C 1.394 0.142 -1.514 -0.164
C -1.256 0.400 2.814 -0.879
C 0.407 0.455 -2.667 -1.034
C -0.849 -0.836 1.915 0.546
H 0.741 -1.151 -0.102 0.511
H 0.549 -0.071 -3.605 0.286
H -1.590 1.090 2.043 0.251
H -0.607 0.128 -2.355 0.283
H 0.193 1.523 -2.718 0.332
H 1.288 0.895 -0.724 0.209
H -0.390 0.708 3.384 0.235
H 2.384 0.230 -1.997 0.228
H -2.117 0.054 3.383 0.257
```

total charge	-1
HOMO	-0.168	hartree
E_LUMO	0.1515	hartree
HOMO-LUMO gap	8.70	eV

=====

#C
A cluster of 2 separate species, C4H9O3 in total. Source: OMol25; level of theory: ωB97M-V with the def2-TZVPD basis set.

XYZ file:
```
16
Properties=species:S:1:pos:R:3:mulliken_charge:R:1
O -0.511 -1.631 -1.032 -0.588
O 0.262 1.217 0.673 -0.716
O 0.232 0.899 -1.551 -0.830
C 0.286 1.619 -0.511 0.738
C -0.878 -1.874 0.304 -0.330
C 0.363 3.125 -0.759 -1.009
C 0.301 -2.268 1.185 -0.917
H -0.257 3.713 -0.081 0.278
H 0.738 -3.217 0.844 0.281
H 0.106 3.306 -1.801 0.293
H -1.573 -2.717 0.273 0.317
H -1.361 -0.985 0.735 0.248
H -0.055 -2.434 2.200 0.286
H 1.073 -1.502 1.233 0.279
H 1.383 3.462 -0.573 0.218
H -0.109 -0.713 -1.140 0.453
```

total charge	-1
HOMO	-0.166	hartree
E_LUMO	0.1588	hartree
HOMO-LUMO gap	8.84	eV

=====

#D
A cluster of 2 separate species, C4H9O3 in total. Source: OMol25; level of theory: ωB97M-V with the def2-TZVPD basis set.

XYZ file:
```
16
Properties=species:S:1:pos:R:3:mulliken_charge:R:1
O -2.844 1.027 -1.205 -0.541
O 3.970 -2.833 -1.791 -0.666
O 2.032 0.044 1.037 -0.743
C -0.167 0.749 0.430 -0.288
C -2.571 0.249 -0.021 -0.599
C -1.596 0.935 0.926 -0.517
C 0.874 0.500 1.285 -0.304
H 3.421 -2.061 -1.534 0.364
H -2.153 -0.710 -0.319 0.352
H -0.106 0.609 -0.648 0.214
H -2.020 1.384 -1.479 0.324
H 0.707 0.756 2.364 0.253
H -3.567 0.067 0.395 0.293
H -1.851 2.008 0.975 0.221
H -1.793 0.584 1.946 0.339
H 3.483 -3.606 -1.972 0.297
```

total charge	-1
HOMO	-0.085	hartree
E_LUMO	0.1353	hartree
HOMO-LUMO gap	5.99	eV

=====

How do the energies compare? Relative to the most stable structure, in hartree: #A 0.0062; #B 0.0207; #C 0.0000; #D 0.0864.

=====

#A
A cluster of 2 separate species, C4H9O3 in total. Source: OMol25; level of theory: ωB97M-V with the def2-TZVPD basis set.

XYZ file:
```
16
Properties=species:S:1:pos:R:3:mulliken_charge:R:1
O -1.826 1.245 1.663 -0.739
O 1.496 -1.401 -0.953 -0.572
O -0.556 2.297 0.139 -0.720
C 0.451 -0.619 -1.535 -0.219
C -0.739 1.536 1.107 0.585
C 0.522 0.913 1.833 -0.847
C -0.898 -1.255 -1.210 -0.805
H -1.048 -1.112 -0.139 0.158
H 1.676 -1.035 -0.067 0.330
H 1.427 0.945 1.225 0.194
H 0.580 1.639 2.650 0.297
H 0.467 0.426 -1.199 0.162
H -1.682 -0.699 -1.718 0.299
H 0.346 -0.054 2.297 0.254
H 0.617 -0.520 -2.605 0.303
H -0.832 -2.305 -1.486 0.320
```

total charge	-1
HOMO	-0.150	hartree
E_LUMO	0.1406	hartree
HOMO-LUMO gap	7.91	eV

=====

#B
A cluster of 2 separate species, C4H9O3 in total. Source: OMol25; level of theory: ωB97M-V with the def2-TZVPD basis set.

XYZ file:
```
16
Properties=species:S:1:pos:R:3:mulliken_charge:R:1
O 1.294 1.171 0.874 -0.730
O -0.514 0.890 2.181 -0.627
O 1.191 -1.044 -0.667 -0.625
C -1.206 -0.516 -0.870 -0.150
C -0.931 -0.096 -2.308 -1.160
C -0.111 -1.435 -0.306 -0.656
C 0.558 1.414 1.855 -0.085
H 0.862 2.303 2.464 0.400
H -1.779 0.450 -2.719 0.374
H -2.171 -1.033 -0.830 0.318
H -0.078 0.567 -2.355 0.266
H -1.268 0.360 -0.226 0.166
H -0.254 -2.444 -0.688 0.412
H -0.188 -1.470 0.780 0.292
H -0.734 -0.960 -2.939 0.301
H 1.390 -0.245 -0.137 0.504
```

total charge	-1
HOMO	-0.168	hartree
E_LUMO	0.1509	hartree
HOMO-LUMO gap	8.67	eV

=====

How do the energies compare? Relative to the most stable structure, in hartree: #A 0.0164; #B 0.0000.